# 1
The following is a quantum chemistry calculation of a molecular structure, C26H44CrF6GeN3O2PS2SbSi3, from the OMol25 dataset.

Summary:
HOMO level (alpha / beta): -0.1483 / -0.1899 hartree
Orbital gap (alpha / beta): 6.302 / 5.862 eV
⟨S²⟩: 6.158
Multiplicity: 5
Total charge: -1
Relative energy (zero: lowest compared OMol25 entry of this formula, charge and spin): 179.7 kJ/mol

Last column: Mulliken spin population.
CARTESIAN COORDINATES (ANGSTROEM)
1 Si -1.0522 -3.6269 -2.0993  0.03
2 H -4.4898 6.6417 2.2041  0.00
3 C -4.0200 3.3544 0.2321  0.03
4 H -1.5017 -4.8628 -4.2098  0.00
5 H -0.5191 2.2478 -2.6131  0.00
6 Si -1.8866 0.1576 -2.4966  0.01
7 H -3.8260 -0.1402 -0.9524  0.00
8 H -2.0983 -0.9641 -4.7463  0.00
9 C 0.0095 4.0254 1.2043  0.01
10 O 1.9675 -3.6210 1.0742  0.01
11 H 5.5826 -3.6609 2.0279  0.00
12 F 2.3542 -0.1432 4.4990  0.00
13 C -1.2241 -3.8320 -3.9680  0.00
14 C 0.2434 2.9545 3.3589  0.02
15 H 4.4863 -4.3362 0.7937  0.00
16 S -1.4793 0.2526 0.8829  0.49
17 C -0.5046 3.2045 2.2125  0.02
18 Si 1.7218 -0.9517 -2.5415  0.00
19 C -3.6783 -0.1794 -2.0301  0.00
20 H 3.3014 -1.8978 -0.9382  0.00
21 C -1.4856 1.9740 -2.1868  0.01
22 F 0.1786 -1.1113 3.2863  -0.02
23 Sb 0.9200 -1.2645 5.0593  0.01
24 C 2.4665 -0.2224 1.5388  -0.01
25 F -0.5056 -2.3660 5.5778  0.00
26 H 0.8965 -0.4927 -4.8803  0.00
27 C 0.2466 -4.8371 -1.5055  0.01
28 H 2.0778 3.3271 4.3910  0.00
29 H -0.0600 -5.8636 -1.7284  0.00
30 C 1.4981 3.5330 3.5007  -0.01
31 C -3.2535 3.5984 1.3665  0.00
32 H -0.8823 0.3041 -4.7970  0.00
33 H -3.8960 2.4213 -0.3017  -0.01
34 H 2.1907 1.7621 1.8241  0.00
35 C -1.8547 0.0347 -4.3829  -0.02
36 C 2.5138 -2.5692 1.3488  0.04
37 H 1.3860 -2.1674 -4.6940  0.00
38 P -2.0738 2.3443 1.9344  0.35
39 C 4.5079 -1.3717 1.9026  0.00
40 F 1.6963 -1.3909 6.7782  0.00
41 H -5.5463 4.0999 -1.0763  0.00
42 H 4.0621 -4.4592 2.5044  0.00
43 H -3.5070 -3.3954 -1.7184  0.00
44 H -1.9973 -3.1799 -4.3767  0.00
45 H 2.9379 -3.1249 -2.1477  0.00
46 Cr -0.2847 -1.7786 1.0517  2.84
47 H 2.6114 -0.9090 -4.8586  0.00
48 H -2.5891 0.7296 -4.8039  0.00
49 N 1.8481 -1.3709 1.2944  -0.06
50 S -2.6376 1.2549 3.4848  0.40
51 H 0.7561 0.8739 1.4022  -0.01
52 H 1.5958 1.5505 -2.5875  0.00
53 N 1.7695 0.9080 1.4974  0.02
54 H 5.5557 -1.4515 2.1573  0.00
55 C 1.2644 4.5933 1.3485  -0.01
56 H -1.4634 2.2178 -1.1234  0.00
57 H -4.3435 0.5515 -2.5032  0.00
58 Ge -0.3756 -1.4286 -1.4992  -0.12
59 C 3.1397 -2.0635 -2.0023  0.00
60 H -5.8359 6.2089 0.1763  0.00
61 C 4.5432 -3.8313 1.7569  0.00
62 H -2.8413 4.9610 2.9729  0.01
63 H -3.9867 -1.1706 -2.3708  0.00
64 H 4.0555 -1.7980 -2.5376  0.00
65 C 2.0088 4.3483 2.5001  0.02
66 C 3.8723 -0.1906 1.8136  0.00
67 C -2.7135 -4.0461 -1.3453  0.01
68 C -3.4293 4.7855 2.0802  0.00
69 H 2.9888 4.7959 2.6144  0.00
70 C -4.3532 5.7220 1.6496  0.01
71 H -2.6720 -3.9451 -0.2597  0.00
72 H -0.5694 4.2036 0.3049  0.00
73 H -0.2948 -3.6080 -4.4947  0.00
74 H -2.2422 2.5999 -2.6698  0.00
75 H 1.2117 -4.6601 -1.9865  0.00
76 H -0.1500 2.2846 4.1112  0.01
77 C 1.6380 -1.1421 -4.4161  -0.01
78 O -1.0581 -3.0975 1.4267  -0.10
79 H 3.2705 0.9880 -2.6136  0.00
80 N 3.8660 -2.5476 1.6855  0.00
81 H -2.9822 -5.0790 -1.5873  0.00
82 H 4.3796 0.7369 2.0256  0.00
83 H 1.6655 5.2227 0.5638  0.00
84 C -5.1110 5.4766 0.5095  0.00
85 H 0.3984 -4.7417 -0.4290  0.00
86 F 1.9348 -2.7408 4.4534  0.00
87 C -4.9486 4.2952 -0.1948  0.00
88 F -0.0218 0.2924 5.5749  0.00
89 C 2.2821 0.8073 -2.1794  -0.01
90 H 2.3450 0.9872 -1.1045  0.00


# 2
The following is a quantum chemistry calculation of a molecular structure, C26H44CrF6GeN3O2PS2SbSi3 in a non-equilibrium geometry, from the OMol25 dataset.

Summary:
HOMO level (alpha / beta): -0.1592 / -0.1853 hartree
Orbital gap (alpha / beta): 6.164 / 6.318 eV
⟨S²⟩: 6.329
Multiplicity: 5
Total charge: -1
Relative energy (zero: lowest compared OMol25 entry of this formula, charge and spin): 251.3 kJ/mol

Last column: Mulliken spin population.
CARTESIAN COORDINATES (ANGSTROEM)
1 O 2.5314 0.8184 -1.1355  -0.18
2 C -3.7879 4.2177 -2.1792  0.03
3 H -0.2764 0.5634 5.1798  0.00
4 H 3.0191 1.2793 5.5986  0.00
5 C 0.7029 0.1039 5.3054  0.00
6 F 2.8028 4.1591 2.4685  0.00
7 F 4.0731 4.1079 0.1419  0.00
8 Sb 2.3680 4.7304 0.6982  0.02
9 C 3.6270 1.5643 3.5762  0.00
10 Cr 1.3867 0.6861 -0.0280  3.05
11 H -3.6086 7.3800 -0.9869  0.00
12 H 1.1304 0.3730 6.2671  0.00
13 S -3.3990 0.9046 0.7491  0.50
14 N 1.5987 0.5735 4.2610  0.00
15 C -6.8289 0.3553 -3.6077  0.00
16 H -4.0238 3.6748 -3.0868  0.00
17 H 1.6238 -1.3955 -4.6201  0.00
18 H -2.7803 3.6759 1.0088  0.01
19 H -2.9067 6.1527 1.0424  0.00
20 C -7.0245 1.2090 -2.5271  0.01
21 H 1.0402 -4.4973 -2.9369  0.00
22 C 2.0694 -4.1316 -2.9380  -0.02
23 C 2.0662 -2.7511 3.1725  0.00
24 H 1.9129 -5.3582 1.1829  0.00
25 H -3.0501 -2.6077 -1.2735  0.00
26 H -1.0966 -2.8815 2.4282  0.00
27 H -8.0235 1.5404 -2.2726  0.00
28 C -3.8652 5.6017 -2.1603  -0.01
29 H -1.8806 -5.1316 -0.1812  0.00
30 F 3.1221 6.4245 1.0745  0.00
31 H -2.0927 -1.1118 -1.3903  -0.01
32 H -1.7573 -1.3846 1.7634  0.00
33 C 1.2050 -1.2975 -3.6138  0.00
34 C -3.5579 6.2983 -0.9983  0.03
35 F 1.9629 5.2272 -1.0688  0.00
36 C 2.7943 1.1673 4.5472  0.00
37 H 4.9116 -2.4321 0.3931  0.00
38 F 1.6029 2.9844 0.3964  -0.02
39 H 1.9609 -1.6713 3.2629  0.01
40 C 2.8784 -4.8554 1.1086  -0.03
41 H 2.6550 -4.7909 -2.2915  0.00
42 H -0.4598 -5.0061 -1.2264  0.00
43 N 4.1142 1.5663 1.2361  0.01
44 H -2.6995 -2.8836 1.6621  0.00
45 C -5.5502 -0.0669 -3.9344  0.00
46 H 4.8470 2.2378 1.4008  0.00
47 H 4.6426 -2.4662 -1.9198  0.00
48 H -1.6912 -2.5093 -2.4071  0.00
49 Si 2.1855 -2.3268 -2.3862  0.01
50 O 0.0988 -0.0568 2.6555  0.04
51 C -3.4142 3.5231 -1.0283  0.02
52 H 3.7775 1.5190 0.2723  0.00
53 H -5.3946 -0.7297 -4.7764  0.00
54 C -4.4627 0.3618 -3.1819  0.00
55 H -0.2616 -5.1926 0.5162  0.00
56 H 2.4599 -4.2330 -3.9558  0.00
57 N 2.0468 0.8098 1.9384  -0.14
58 C -4.6525 1.2105 -2.0968  0.12
59 H 1.2383 -0.2428 -3.3328  0.00
60 H -7.6762 0.0220 -4.1941  0.00
61 C 1.1713 0.4410 2.9399  0.01
62 H 0.5870 -0.9776 5.2330  0.00
63 H 4.3849 -1.1596 1.4824  0.00
64 Ge 1.2927 -1.9832 -0.2123  -0.30
65 C -3.0957 4.2257 0.1308  0.02
66 S -0.9628 1.2882 -0.3933  0.58
67 H 4.5620 2.0530 3.7988  0.00
68 H 5.0618 -2.6559 2.1431  0.00
69 H -3.4631 0.0350 -3.4340  -0.02
70 C 3.2468 1.3243 2.2235  0.00
71 H -6.0907 2.2983 -0.9318  0.01
72 F 0.6860 5.3182 1.3161  0.00
73 H 3.2891 -5.0743 0.1199  0.00
74 H 2.7583 -3.1293 3.9286  0.00
75 C 4.4269 -2.2431 1.3531  0.00
76 P -3.2026 1.7254 -1.0904  0.31
77 Si 2.7042 -2.9996 1.4086  -0.02
78 C 3.9920 -1.8335 -2.5283  0.00
79 H 0.1566 -1.6016 -3.6495  0.00
80 H 4.1292 -0.7955 -2.2231  0.00
81 H -4.1587 6.1377 -3.0543  0.00
82 Si -0.9318 -2.8368 -0.0500  -0.01
83 C -5.9421 1.6344 -1.7752  -0.01
84 C -1.6901 -2.4627 1.6130  0.00
85 C -2.0436 -2.2028 -1.4196  0.01
86 C -0.8693 -4.7173 -0.2560  -0.03
87 H 4.3099 -1.9359 -3.5708  0.00
88 C -3.1699 5.6104 0.1434  -0.02
89 H 1.0826 -3.1965 3.3274  0.00
90 H 3.5449 -5.2981 1.8559  0.00


# 3
The following is a quantum chemistry calculation of 8 unconnected molecules or ions with the total composition C26H44N10O2 in a non-equilibrium geometry, from the OMol25 dataset.

Summary:
HOMO level (alpha / beta): 0.0080 / -0.2125 hartree
Orbital gap (alpha / beta): 1.942 / 7.925 eV
⟨S²⟩: 0.751
Multiplicity: 2
Total charge: -1

Last column: Mulliken spin population.
CARTESIAN COORDINATES (ANGSTROEM)
1 H -2.4533 17.9673 -23.3924  -0.01
2 N -5.9674 13.1808 -22.6530  0.00
3 O -9.6868 14.3293 -19.9933  -0.03
4 C -2.1009 16.1689 -24.7387  0.00
5 H -4.7787 17.0579 -17.9870  0.12
6 C -9.1661 14.4460 -18.9694  0.08
7 C -4.5232 13.3490 -16.4761  -1.04
8 C -5.6224 15.6920 -19.9813  0.00
9 C -9.2161 19.4584 -19.1759  0.02
10 C -4.2967 12.0344 -15.8127  0.71
11 C -10.1648 18.5337 -18.7323  0.00
12 H -10.2174 15.9800 -18.4113  0.00
13 H -6.5503 22.9370 -18.8427  0.00
14 H -2.4960 14.2490 -16.8672  -0.11
15 C -3.9890 16.4249 -23.6137  -0.01
16 H -6.0263 24.2226 -16.8059  0.00
17 H -7.6961 13.7460 -17.6507  0.02
18 H -7.5558 14.8302 -26.6935  0.00
19 N -8.2732 13.5934 -18.4654  -0.02
20 N -4.2857 17.8217 -14.2491  -0.50
21 H -8.4323 15.1618 -23.0129  0.00
22 H -4.7661 14.1029 -15.7273  0.35
23 H -7.2886 16.9048 -19.7104  0.04
24 H -9.1604 13.6222 -22.8014  0.00
25 H -5.7765 17.8131 -20.0448  -0.01
26 H -4.7531 14.4466 -24.1140  0.00
27 H -4.7854 16.7023 -22.9389  0.01
28 N -4.1561 10.9960 -15.3256  -0.19
29 H -5.6821 15.6716 -21.0695  -0.01
30 C -8.3155 14.1127 -23.2847  -0.01
31 H -7.6843 20.6204 -18.1629  -0.01
32 N -9.8406 18.2575 -17.4528  -0.02
33 H -8.4032 19.0890 -16.0894  0.02
34 H -2.8025 14.1962 -25.6262  0.00
35 N -7.0905 16.2066 -16.0192  0.17
36 H -3.7138 12.3434 -19.0425  0.00
37 C -8.4798 14.1261 -24.8388  0.00
38 C -5.1501 22.3042 -15.9982  0.06
39 C -8.7306 18.9988 -17.1146  0.03
40 C -6.5656 16.7173 -16.9453  -0.17
41 C -3.6021 17.7403 -15.3844  4.20
42 H -9.5457 14.2301 -25.0418  0.00
43 C -5.7506 23.1830 -16.9041  0.01
44 H -5.4163 13.2640 -17.0952  0.19
45 C -3.2917 13.6947 -17.3649  0.31
46 H -5.9494 14.7168 -19.6205  -0.01
47 H -3.9674 20.5112 -16.3939  -0.01
48 H -2.2095 13.1515 -19.0787  -0.05
49 C -5.1641 21.2513 -17.9504  0.02
50 H -1.9680 16.7935 -15.9943  -0.44
51 H -1.0802 16.2191 -25.0881  0.00
52 H -10.9589 17.9768 -19.2073  0.00
53 H -2.5079 11.6595 -17.9884  0.05
54 H -2.7581 16.1609 -14.5428  -0.32
55 N -4.0713 15.1890 -24.1786  0.00
56 H -9.2337 19.9807 -20.1211  0.00
57 H -4.5483 15.6258 -19.8083  0.06
58 N -2.6699 16.8554 -15.2708  -0.29
59 C -2.8028 17.0498 -23.8424  0.00
60 C -8.3934 19.8059 -18.1780  -0.01
61 O -3.6120 18.6274 -16.2293  -1.25
62 H -8.1962 13.1305 -25.1801  0.00
63 H -4.9989 18.5367 -14.2619  -0.08
64 C -2.9726 15.0897 -25.0440  0.01
65 C -2.8668 12.6001 -18.4063  -0.05
66 H -3.6706 14.5652 -17.9004  -0.10
67 C -7.0217 13.5482 -22.9118  0.01
68 H -4.7158 22.4861 -15.0263  0.00
69 H -6.5576 15.3448 -25.3855  0.00
70 C -6.2184 16.9697 -19.5142  0.05
71 H -6.0320 18.3471 -17.8231  0.19
72 H -10.4643 17.8329 -16.7813  0.00
73 H -4.9553 20.4829 -18.6801  0.01
74 C -5.9173 22.4921 -18.0891  0.02
75 N -9.5144 15.3246 -18.1008  -0.02
76 H -9.0702 15.4841 -17.2078  0.00
77 C -5.8405 17.2973 -18.0454  -0.63
78 H -4.2414 17.0093 -13.6507  -0.32
79 H -7.9743 12.8425 -19.0711  0.00
80 C -7.5984 15.1724 -25.6595  0.00
81 N -4.6932 21.1642 -16.6527  -0.04
82 H -8.0126 16.1699 -25.5129  0.00


Across the entries above, molar mass takes the values 970.4 970.4 528.7 g/mol, respectively.